Entry 1:
Density functional theory data (ωB97M-V/def2-TZVPD) for a molecular structure, C23H29ClLaN2PS.

Structure (XYZ):
```
58
Properties=species:S:1:pos:R:3:forces:R:3
La -0.134 -0.290 0.076 -3.21 -5.06 5.77
Cl -1.348 -1.363 2.354 0.40 0.23 -0.59
P -0.988 -1.887 -1.859 -0.51 -0.34 -0.83
C 0.526 -2.475 -2.596 0.27 0.97 -0.89
C 0.707 -2.197 -3.989 0.13 -0.95 0.93
C 1.737 -2.843 -4.663 -0.23 0.43 -0.50
C 2.645 -3.623 -3.942 0.36 -0.34 0.68
C 2.583 -3.753 -2.525 -0.04 0.11 -0.85
C 1.535 -3.130 -1.847 -0.12 -0.26 0.09
C -1.837 -3.095 -0.879 0.94 -0.80 0.36
C -2.964 -2.721 -0.118 0.07 -0.31 -0.27
C -3.666 -3.719 0.547 0.41 -0.62 -0.14
C -3.182 -5.054 0.486 -0.69 0.60 0.15
C -1.989 -5.379 -0.157 0.57 -0.80 -0.07
C -1.255 -4.397 -0.798 -1.39 0.90 -0.08
C -2.084 -0.945 -2.871 -0.21 -2.25 -1.63
C -2.459 0.387 -2.729 0.59 0.22 0.37
C -3.274 0.948 -3.692 -1.00 -0.78 -1.68
C -3.715 0.096 -4.779 0.33 1.46 1.36
C -3.347 -1.239 -4.880 -0.79 -1.24 -2.01
C -2.530 -1.806 -3.949 0.49 1.91 1.93
H -3.258 -1.667 -0.029 -0.14 -0.55 -0.28
H -4.588 -3.472 1.086 0.51 -0.21 -0.15
H -3.773 -5.844 0.953 0.23 0.24 -0.09
H -1.610 -6.428 -0.212 -0.51 0.99 0.32
H -0.320 -4.600 -1.299 -0.19 -0.23 -0.08
H -0.023 -1.585 -4.502 0.09 -0.10 -0.11
H 1.778 -2.738 -5.777 0.26 -0.15 1.21
H 3.444 -4.139 -4.485 -0.32 0.15 0.25
H 3.312 -4.390 -1.989 -0.46 0.67 -0.41
H 1.459 -3.219 -0.747 -0.05 -0.15 -0.68
H -2.065 1.010 -1.885 -0.37 -0.48 -0.73
H -3.595 2.008 -3.664 0.27 -0.90 0.02
H -4.364 0.529 -5.528 0.02 0.00 -0.02
H -3.678 -1.912 -5.743 0.28 1.37 1.20
H -2.162 -2.825 -3.966 -0.31 -0.04 -0.25
H 1.344 0.202 -1.176 -0.29 2.53 -2.34
H 0.171 1.089 -1.355 3.01 0.21 -2.31
C 0.348 1.115 4.151 -0.28 -0.42 0.97
N 1.069 2.348 3.829 0.57 0.74 -1.93
C 1.482 3.192 4.975 -0.55 -0.86 1.24
C 1.307 2.619 2.500 1.10 2.29 2.98
S 0.720 1.484 1.414 0.58 1.71 0.94
N 1.944 3.697 1.961 -0.66 -1.17 0.22
C 2.562 4.881 2.583 0.24 0.56 0.95
C 2.041 3.708 0.504 0.69 1.14 -0.67
H 0.266 1.065 5.255 -0.02 -0.11 -0.82
H 0.848 0.220 3.787 0.30 0.04 0.14
H -0.645 1.063 3.711 -0.12 0.30 0.09
H 2.580 3.301 5.013 -0.54 -0.17 0.11
H 1.005 4.187 4.926 0.13 -0.55 0.16
H 1.106 2.616 5.920 0.91 1.45 -1.74
H 3.655 4.938 2.300 -1.19 -0.23 0.38
H 2.069 5.823 2.198 0.39 -1.12 0.48
H 2.452 4.812 3.698 0.32 0.41 -1.47
H 2.583 2.860 0.101 0.34 -0.10 0.16
H 1.078 3.699 0.005 -0.26 0.26 0.14
H 2.577 4.639 0.233 -0.34 -0.62 0.03
```
Forces are in eV/Å.

Properties
HOMO (spin up / spin down) (eV): -13.58 / -13.58
Total charge: +2
Gap between HOMO and LUMO (spin up / spin down) (eV): 4.34 / 4.34
Relative energy (zero: lowest compared OMol25 entry of this formula, charge and spin) (kcal per mole): 205.76

These are the Mulliken partial charges, in e, on atoms 1 to 5:
1 La 1.336
2 Cl -0.574
3 P 0.230
4 C 1.040
5 C -0.662

=====

Entry 2:
Density functional theory data (ωB97M-V/def2-TZVPD) for 2 unconnected molecules or ions with the total composition C8H14N2.

Structure (XYZ):
```
24
Properties=species:S:1:pos:R:3:forces:R:3
C 1.957 -0.773 -0.031 -0.46 1.36 1.34
C 0.990 -0.318 -1.139 1.16 -1.77 0.16
C 1.379 -1.013 -2.466 -1.56 1.05 -0.80
C 2.404 -0.339 -3.262 0.34 -0.01 0.56
N 3.207 0.241 -3.841 -0.05 -0.06 -0.08
H 3.036 -0.652 -0.124 -0.06 0.02 -0.85
H 1.767 -1.780 0.336 -0.11 -0.10 -0.29
H 1.734 -0.096 0.806 0.15 -0.41 0.22
H 0.861 0.759 -1.199 0.37 0.06 -0.30
H 0.018 -0.725 -0.858 -0.09 0.07 -0.09
H 0.474 -0.941 -3.087 0.19 -0.29 -0.13
H 1.582 -2.073 -2.351 0.24 -0.01 0.20
C -2.604 0.227 0.514 0.78 -0.55 -0.16
C -1.568 -0.175 1.580 -2.00 0.37 0.54
C -0.616 0.961 1.962 0.71 -0.89 -0.15
C -1.180 2.287 2.160 -0.01 -1.07 -0.02
N -1.621 3.321 2.342 -0.40 0.99 0.11
H -3.392 -0.523 0.477 -0.07 0.07 -0.06
H -2.142 0.273 -0.476 -0.15 0.22 -0.04
H -3.034 1.192 0.773 -0.09 0.03 -0.12
H -1.075 -1.126 1.383 0.47 0.30 -0.37
H -2.205 -0.431 2.437 0.36 0.23 0.26
H 0.143 1.047 1.182 0.06 0.14 0.11
H -0.116 0.656 2.883 0.21 0.25 -0.05
```
Forces are in eV/Å.

Properties
HOMO (eV): -11.51
SMILES: CCCC#N.CCCC#N
Gap between HOMO and LUMO (eV): 12.03
Relative energy (zero: lowest compared OMol25 entry of this formula, charge and spin) (kcal per mole): 27.25

These are the Mulliken partial charges, in e, on atoms 1 to 5:
1 C -1.101
2 C 0.001
3 C -0.703
4 C 0.214
5 N -0.412

=====

Entry 3:
Density functional theory data (ωB97M-V/def2-TZVPD) for 4 unconnected molecules or ions with the total composition C3H13NO4S.

Structure (XYZ):
```
22
Properties=species:S:1:pos:R:3:forces:R:3
N -1.007 -1.748 0.226 0.47 -0.07 -1.78
C -1.251 -1.265 -1.067 -2.36 -0.90 1.84
O -2.038 -1.925 -1.747 1.31 1.22 -0.21
C -0.691 0.149 -1.427 -1.64 -1.99 -0.72
C 0.445 -0.198 -2.308 2.35 -0.31 0.22
S 0.893 1.081 -3.474 0.66 0.96 -0.55
H -0.344 -1.432 0.892 0.37 0.76 -0.09
H -1.325 -2.654 0.497 -0.53 -0.53 -0.66
H -0.256 0.603 -0.568 -0.31 0.72 0.49
H -1.419 0.774 -1.995 0.22 -0.64 0.84
H 1.266 -0.450 -1.597 -0.01 0.16 -0.85
H 0.339 -1.100 -2.927 -0.40 0.42 0.03
H 1.374 2.140 -2.728 -0.43 -1.01 -0.06
O 1.630 0.492 3.291 -2.88 3.63 1.50
H 2.053 -0.230 3.017 3.67 -4.43 -1.82
H 0.788 0.055 3.483 -0.66 0.82 0.11
O 0.547 1.785 0.955 3.30 0.44 0.08
H 1.221 1.344 1.591 -1.59 0.92 -0.69
H 1.162 2.357 0.397 -1.44 -1.00 0.90
O -0.897 -0.128 2.125 0.45 2.26 -1.21
H -1.858 -0.111 2.052 0.01 -0.26 0.18
H -0.629 0.462 1.312 -0.57 -1.16 2.45
```
Forces are in eV/Å.

Properties
HOMO (eV): -9.18
SMILES: NC(=O)CCS.O.O.O
Gap between HOMO and LUMO (eV): 9.31
Relative energy (zero: lowest compared OMol25 entry of this formula, charge and spin) (kcal per mole): 0.00

These are the Mulliken partial charges, in e, on atoms 1 to 5:
1 N -0.314
2 C 0.420
3 O -0.643
4 C 0.513
5 C -0.820

=====

Entry 4:
Density functional theory data (ωB97M-V/def2-TZVPD) for a molecular structure, C17H14N5OOsS7.

Structure (XYZ):
```
45
Properties=species:S:1:pos:R:3:forces:R:3
Os 0.309 0.896 -0.111 0.61 0.17 0.02
C 4.206 -1.773 2.594 0.02 0.03 0.00
S 2.472 -2.173 2.848 0.00 0.03 0.02
C 1.632 -0.772 2.240 -0.13 -0.37 0.06
S 2.432 0.547 1.462 -0.25 0.09 -0.08
N 0.330 -0.868 2.415 0.28 0.41 -0.26
N -0.273 0.184 1.766 -0.33 -0.21 0.02
C -1.212 0.840 2.336 -0.10 0.22 0.04
C -1.639 2.086 1.685 0.11 -0.31 0.05
C -2.659 2.869 2.175 -0.10 0.12 0.03
C -2.947 4.070 1.538 -0.03 -0.04 0.06
C -2.184 4.459 0.452 0.04 0.01 -0.03
C -1.165 3.630 0.015 0.07 0.02 0.05
N -0.903 2.460 0.605 0.00 -0.08 -0.05
H 4.747 -2.673 2.881 0.01 0.01 0.01
H 4.507 -0.948 3.234 0.02 0.00 -0.01
H 4.407 -1.542 1.553 0.01 -0.01 0.00
H -1.575 0.548 3.315 -0.01 0.06 0.00
H -3.215 2.541 3.042 -0.02 0.01 -0.02
H -3.753 4.697 1.896 0.00 0.00 0.00
H -2.366 5.392 -0.061 0.01 0.01 0.01
H -0.529 3.896 -0.818 -0.03 -0.02 -0.02
S -3.958 3.893 -5.217 -0.12 0.09 -0.19
C -3.061 3.016 -4.208 0.08 -0.02 0.21
S -1.332 3.206 -4.058 0.08 0.07 -0.11
C -1.063 2.048 -2.825 -0.17 -0.14 0.12
C -2.208 1.362 -2.347 0.22 0.16 -0.13
S -2.227 0.168 -1.178 -0.02 -0.19 0.19
S -3.698 1.836 -3.099 -0.08 -0.06 -0.01
S 0.552 1.749 -2.334 -0.02 -0.02 0.16
N -0.368 -4.521 0.864 -0.05 0.03 -0.03
C 0.242 -4.593 -0.346 0.04 -0.03 0.03
O 0.265 -5.585 -1.039 -0.01 -0.02 0.00
C 0.911 -3.329 -0.814 -0.04 -0.01 0.01
C 1.989 -3.416 -1.681 0.05 0.00 -0.04
C 2.614 -2.251 -2.094 0.03 -0.07 0.00
C 2.132 -1.038 -1.651 -0.06 0.04 0.07
N 1.065 -0.948 -0.840 -0.06 -0.07 -0.21
C 0.468 -2.079 -0.438 -0.03 0.13 0.08
H -0.776 -5.369 1.223 0.02 0.00 0.00
H -0.167 -3.780 1.514 0.03 -0.01 0.02
H 2.314 -4.394 -2.013 0.02 0.01 0.00
H 3.472 -2.272 -2.750 -0.01 0.00 -0.01
H 2.608 -0.111 -1.935 -0.03 0.01 -0.01
H -0.394 -1.960 0.203 -0.02 -0.04 -0.04
```
Forces are in eV/Å.

Properties
HOMO (spin up / spin down) (eV): -10.21 / -11.53
2S+1: 5
⟨S²⟩: 6.047
Total charge: +1
Gap between HOMO and LUMO (spin up / spin down) (eV): 6.04 / 5.80

These are the Mulliken partial charges, in e, on atoms 1 to 5:
1 Os 0.522
2 C -0.897
3 S 0.054
4 C 0.441
5 S -0.331

=====

no.,E (Eh)
1,-2233.8589
2,-422.7017
3,-875.9742
4,-3882.9955